{"formula": "C9H13N2OS", "method": "ωB97M-V/def2-TZVPD", "homo_ev": -12.384, "e_above_lowest_kcal_mol": 81.42, "max_force_ha_per_bohr": 0.08038, "homo_lumo_gap_ev": 8.46, "charge": 1, "lumo_ev": -3.924, "energy_ha": -933.27736, "molar_mass_g_mol": 197.283, "species": ["C", "C", "C", "C", "C", "C", "C", "C", "C", "N", "N", "O", "S", "H", "H", "H", "H", "H", "H", "H", "H", "H", "H", "H", "H", "H"], "xyz": [[1.97431, -0.80768, -3.18701], [1.59201, -0.33863, -4.37404], [1.01169, -0.52882, -2.16544], [1.15246, -0.90625, -0.72066], [-0.52830, -0.20427, 3.27492], [-1.66084, 0.77464, 3.23820], [-1.47111, -0.23370, 2.05714], [-0.06434, 1.37431, 0.67137], [-1.08421, 0.33414, 0.77300], [0.03593, 0.30049, -2.54750], [-1.63286, 0.03126, -0.34183], [1.99075, -1.93646, -0.63762], [0.14772, 0.54525, -4.13315], [2.86142, -1.32152, -3.11647], [2.12878, -0.39324, -5.25716], [0.60498, 0.07136, 3.10984], [-0.51327, -0.91992, 4.11424], [-2.51736, 0.75117, 3.78433], [-1.45834, 1.73381, 3.06895], [-2.15714, -0.98767, 1.89042], [0.06815, 1.93222, 1.48924], [-0.05755, 1.90979, -0.27058], [0.93370, 1.03228, 0.40826], [2.11054, -1.96290, 0.30540], [-1.08264, 0.37247, -1.13445], [-2.38451, -0.62214, -0.29940]], "atomic_forces_ev_per_a": [[-1.511, -0.108, 0.881], [-1.729, 1.327, 0.885], [1.157, 0.091, 0.439], [0.406, -0.733, -1.373], [1.822, 0.502, 0.456], [2.178, -3.156, -1.543], [0.936, 1.555, 0.532], [1.199, -1.122, -2.994], [1.282, 1.075, 1.094], [0.410, -1.036, 0.353], [-0.089, -0.153, 1.140], [-0.749, 1.464, -0.520], [-0.069, 0.454, -1.081], [1.733, -1.263, 0.720], [0.631, -0.033, -1.704], [-2.620, 0.084, 0.046], [-0.644, -0.232, -1.076], [-2.175, -1.109, 1.775], [1.135, 3.733, -1.183], [-1.437, -1.626, 0.466], [0.078, 2.442, 2.981], [-1.246, 0.859, 0.028], [0.148, -1.241, 0.901], [0.462, -0.894, 0.818], [-0.921, -0.289, -1.161], [-0.390, -0.591, -0.880]]}